# C25H42BrF5NO10P2

3 unconnected molecules or ions with the total composition C25H42BrF5NO10P2 in a non-equilibrium geometry (ωB97M-V/def2-TZVPD, OMol25).

XYZ file:
```
86
C25H42BrF5NO10P2 (ωB97M-V/def2-TZVPD)
C -0.675 2.432 8.260
C -0.578 3.595 7.167
C -0.312 2.998 5.701
Br 1.563 2.370 5.753
N -1.340 1.972 5.464
C -0.886 0.688 4.893
C -0.481 -0.412 5.989
O 0.675 -0.876 5.848
O -1.334 -0.780 6.882
C -2.551 2.466 4.891
F -2.614 2.321 3.474
F -2.722 3.861 5.075
C -3.847 1.845 5.553
C -4.239 0.444 5.438
C -5.456 -0.087 6.085
C -6.378 0.762 6.852
C -6.002 2.193 6.929
C -7.003 3.118 7.700
F -8.271 2.550 7.731
F -7.164 4.265 6.910
F -6.579 3.487 8.944
C -4.767 2.715 6.319
H -0.676 2.952 9.266
H 0.251 1.804 8.236
H -1.623 1.860 8.112
H 0.364 4.160 7.442
H -1.463 4.279 7.195
H -0.310 3.849 4.958
H -0.122 0.769 4.069
H -1.784 0.217 4.388
H -3.643 -0.292 4.859
H -5.725 -1.169 6.011
H -7.297 0.354 7.339
H -4.588 3.804 6.478
O 1.619 -4.413 0.579
P 1.309 -3.059 -0.033
O 2.829 -2.718 -0.595
C 3.287 -3.411 -1.749
C 2.682 -2.833 -3.017
O 1.337 -2.235 1.395
C 0.846 -2.832 2.601
C 2.009 -3.216 3.490
O 0.719 -1.669 -0.784
C 0.861 -0.342 -0.275
C 2.287 0.164 -0.225
H 3.064 -4.479 -1.663
H 4.373 -3.301 -1.779
H 1.602 -2.999 -3.043
H 3.122 -3.298 -3.902
H 2.843 -1.755 -3.067
H 0.203 -3.687 2.389
H 0.231 -2.084 3.109
H 2.704 -3.884 2.977
H 1.658 -3.709 4.398
H 2.578 -2.328 3.773
H 0.365 -0.244 0.691
H 0.299 0.296 -0.964
H 2.874 -0.358 0.532
H 2.298 1.228 0.021
H 2.787 0.021 -1.185
O 1.985 -0.988 -6.296
P 2.306 -0.973 -7.777
O 2.440 0.664 -7.961
C 3.608 1.303 -7.454
C 4.794 1.096 -8.379
O 0.739 -1.179 -8.268
C -0.155 -2.006 -7.524
C -1.136 -1.138 -6.760
O 2.801 -1.196 -9.374
C 1.971 -1.019 -10.521
C 1.513 0.405 -10.753
H 3.831 0.940 -6.447
H 3.383 2.369 -7.380
H 5.084 0.042 -8.410
H 5.654 1.677 -8.040
H 4.547 1.391 -9.400
H 0.385 -2.681 -6.859
H -0.697 -2.629 -8.242
H -0.619 -0.430 -6.110
H -1.805 -1.748 -6.150
H -1.737 -0.545 -7.453
H 1.131 -1.714 -10.500
H 2.585 -1.321 -11.375
H 0.802 0.730 -9.994
H 1.022 0.487 -11.726
H 2.357 1.096 -10.729
```

Values from the calculation:
lowest unoccupied orbital energy = -0.387 eV
charge = -1
highest occupied orbital energy = -0.174 Ha
molar mass = 753.45 g mol⁻¹

These are the Löwdin partial charges, in e, on atoms 1 to 8: atom 1 (C): -0.1174, atom 2 (C): -0.2765, atom 3 (C): -0.6157, atom 4 (Br): 0.7474, atom 5 (N): -0.0785, atom 6 (C): -0.1396, atom 7 (C): -0.6942, atom 8 (O): -0.1066